10
Properties=species:S:1:pos:R:3:forces:R:3:lowdin_charge:R:1 method="wB97M-V/def2-TZVPD" gap_ev=9.98 relative_energy_ev=0.117
C -0.661878 0.060684 0.160019 -0.603 -1.723 -0.606 -0.671
C 0.339559 1.173530 -0.087385 0.032 -0.108 -1.960 -0.327
C 0.260902 -1.123935 -0.130432 1.526 0.129 -0.032 -0.307
H 0.279519 1.474486 -1.198261 0.275 -0.235 1.803 0.123
H 0.326468 1.996515 0.604581 -0.238 0.379 0.032 0.074
H 0.349001 -1.604464 -1.098192 -0.413 0.649 -0.465 0.084
H 0.264272 -1.928634 0.568039 -0.586 -0.389 0.798 0.067
F -1.006651 -0.026300 1.448634 -0.188 0.413 1.157 0.080
F -1.890076 0.000308 -0.500597 1.217 0.663 -0.102 0.050
S 1.738885 -0.022188 0.233597 -1.022 0.222 -0.626 0.828